1.
Below is a 2-piece molecular cluster, C3H11NOS2 overall, with properties calculated with wB97M-V/def2-TZVPD.

For the HOMO energy, the calculation gives -8.5 eV. The calculation puts the lowest unoccupied orbital energy at 0.53 eV. As for the relative energy (zero: lowest compared OMol25 entry of this formula, charge and spin): 191.92 kJ/mol.

ORCA input file:
```
! wB97M-V def2-TZVPD RIJCOSX def2/J DEFGRID3
* xyz 0 1
N 0.79 1.12 0.63
C 1.21 0.01 -0.13
C 0.70 0.21 -1.61
S -1.29 -0.03 -1.58
S -1.61 -1.42 -0.07
C -0.68 -2.84 -0.96
H 0.44 1.97 0.29
H 0.48 0.98 1.57
H 2.29 0.09 0.06
H 0.96 -0.94 0.19
H 0.79 1.31 -2.11
H 1.06 -0.52 -2.29
H -0.56 -2.62 -1.99
H 0.19 -3.00 -0.37
H -1.24 -3.84 -0.94
H -1.55 2.42 3.36
H -0.53 3.75 2.89
O -1.45 3.36 3.04
*
```

These are the natural (NBO) partial charges, in e, on atoms 1 to 2: number 1, N, carries -0.883; number 2, C, carries -0.239

=====

2.
Below is a 2-piece molecular cluster, C3H11NOS2 overall, with properties calculated with wB97M-V/def2-TZVPD.

For the HOMO energy, the calculation gives -8.4 eV. The calculation puts the lowest unoccupied orbital energy at 0.23 eV. As for the relative energy (zero: lowest compared OMol25 entry of this formula, charge and spin): 77.09 kJ/mol.

ORCA input file:
```
! wB97M-V def2-TZVPD RIJCOSX def2/J DEFGRID3
* xyz 0 1
N 0.65 1.96 -0.23
C -0.59 1.38 0.37
C -0.44 1.27 1.88
C -0.74 -0.01 -0.31
S -1.18 0.19 -2.06
S 0.11 -1.25 -2.98
H 1.32 2.27 0.45
H 1.12 1.33 -0.86
H -1.44 2.06 0.21
H 0.22 0.43 2.09
H -0.02 2.20 2.26
H -1.44 1.09 2.28
H 0.22 -0.53 -0.18
H -1.44 -0.51 0.35
H 0.08 -2.28 -2.15
H 1.05 -3.72 -0.92
H 0.93 -2.79 0.23
O 1.60 -3.08 -0.42
*
```

These are the natural (NBO) partial charges, in e, on atoms 1 to 2: number 1, N, carries -0.855; number 2, C, carries -0.049

=====

3.
Below is a 2-piece molecular cluster, C3H11NS overall, with properties calculated with wB97M-V/def2-TZVPD.

For the HOMO energy, the calculation gives -8.5 eV. The calculation puts the lowest unoccupied orbital energy at 0.76 eV. As for the relative energy (zero: lowest compared OMol25 entry of this formula, charge and spin): 113.86 kJ/mol.

ORCA input file:
```
! wB97M-V def2-TZVPD RIJCOSX def2/J DEFGRID3
* xyz 0 1
C 1.90 1.56 1.01
S 1.59 0.74 2.68
H 1.06 1.36 0.35
H 2.83 1.15 0.63
H 2.10 2.61 1.22
C -1.40 -0.88 -2.01
N -1.48 -0.46 -0.62
C -0.59 -1.14 0.31
H -0.79 -1.77 -2.04
H -0.80 -0.16 -2.58
H -2.35 -0.96 -2.53
H -1.42 0.55 -0.54
H 0.44 1.42 2.53
H 0.49 -1.00 0.13
H -0.78 -0.84 1.33
H -0.79 -2.19 0.11
*
```

These are the natural (NBO) partial charges, in e, on atoms 1 to 2: number 1, C, carries -0.691; number 2, S, carries -0.073

=====

> What is the formula in the second record?

C3H11NOS2

=====

> Which of these has the lowest lowest unoccupied orbital energy?

number 2

=====

> Among the records above, which one has the highest lowest unoccupied orbital energy?

C3H11NS

=====

> Among the records above, which one has the lowest relative energy (zero: lowest compared OMol25 entry of this formula, charge and spin)?

number 2